# C20H33O7

2 unconnected molecules or ions with the total composition C20H33O7 (ωB97M-V/def2-TZVPD, OMol25).

HOMO	-0.091	Ha
2S+1	1
electronic energy	-1308.35552	hartree
Kohn-Sham gap	5.19	eV
net charge	-1

Each line ends with the Löwdin charge.
Atoms and positions in Å:
C 3.98182 3.25766 2.34690  -0.08
C 3.50955 3.98216 1.07665  -0.26
O 4.54475 4.16949 0.11899  -0.17
C 4.52733 3.21030 -0.92656  -0.23
C 5.19495 1.88942 -0.57118  -0.17
C 4.76295 0.76766 -1.54368  -0.20
C 3.83486 -0.26559 -0.88255  -0.22
C 2.34124 -0.09026 -1.22248  -0.21
C 1.52438 0.35098 -0.01068  -0.21
C 0.76284 -0.77343 0.62363  -0.25
O 1.60459 -1.53830 1.52716  -0.17
O 2.09876 -2.67645 0.78826  -0.06
O 0.47061 1.38675 -0.48006  -0.04
C -0.65175 0.89294 -0.97880  -0.52
O -0.75177 0.00426 -1.80383  0.09
C -1.89559 1.53978 -0.42529  -0.12
C -2.18637 2.87236 -0.67547  -0.03
C -3.36087 3.43252 -0.19103  -0.10
C -4.24162 2.66061 0.55615  -0.11
C -3.94712 1.32905 0.80794  -0.09
C -2.77824 0.76832 0.32027  -0.02
H 3.72062 3.81954 3.24217  0.06
H 3.53769 2.26247 2.40482  0.06
H 5.06276 3.13176 2.29213  0.07
H 2.67272 3.43944 0.62956  0.11
H 3.15432 4.98157 1.34029  0.11
H 5.03773 3.67435 -1.77570  0.12
H 3.49190 3.01392 -1.22555  0.12
H 4.84903 1.60844 0.42294  0.09
H 6.28026 1.99929 -0.53261  0.11
H 4.25577 1.22453 -2.39802  0.10
H 5.65558 0.28583 -1.95119  0.09
H 3.94519 -0.21235 0.20057  0.09
H 4.15858 -1.26591 -1.19424  0.09
H 1.95763 -1.03250 -1.64822  0.10
H 2.21191 0.68622 -1.97898  0.10
H 0.34300 -1.52325 -0.07195  0.11
H -0.03084 -0.38304 1.27014  0.11
H 3.04685 -2.56845 0.93684  0.08
H -1.49994 3.47182 -1.25914  0.12
H -3.58559 4.47218 -0.39362  0.09
H -5.16164 3.08659 0.93674  0.09
H -4.64971 0.73268 1.37669  0.09
H -2.55714 -0.27739 0.48550  0.09
C -3.62097 -2.68411 1.50601  -0.11
O -3.70528 -2.45067 0.11286  -0.21
C -2.93593 -3.35149 -0.66650  -0.19
C -3.76990 -4.47576 -1.23904  -0.20
O -4.34357 -5.31144 -0.24307  -0.19
C -5.67273 -4.96572 0.08777  -0.12
H -4.45114 -2.15697 1.97655  0.09
H -3.69333 -3.74799 1.74467  0.08
H -2.68033 -2.29266 1.90950  0.09
H -2.10388 -3.75106 -0.07868  0.13
H -2.50938 -2.77663 -1.49346  0.13
H -3.12322 -5.10724 -1.85470  0.12
H -4.55540 -4.06681 -1.88407  0.12
H -6.37431 -5.35238 -0.66163  0.08
H -5.80099 -3.88438 0.17012  0.08
H -5.90155 -5.42269 1.05015  0.09

Atomic forces in eV per Å
C -0.058 -0.195 -0.347
C -0.022 0.098 0.295
O -0.072 -0.026 -0.151
C 0.122 0.109 -0.011
C -0.405 -0.149 -0.059
C 0.386 0.208 0.310
C 0.010 -0.320 -0.609
C -0.282 0.110 0.536
C 0.261 0.409 -0.321
C 0.240 0.042 0.010
O -0.164 -0.128 -0.012
O 0.057 0.002 0.177
O -0.448 -0.378 0.418
C 0.218 0.066 -0.315
O 0.023 -0.129 0.258
C 0.120 0.072 -0.074
C -0.091 0.141 0.038
C -0.004 -0.047 0.051
C 0.007 0.084 -0.054
C -0.065 0.033 0.042
C -0.012 -0.050 -0.102
H 0.041 -0.025 0.083
H -0.030 0.012 0.057
H 0.048 0.127 0.147
H -0.003 -0.043 -0.041
H 0.032 0.032 -0.056
H -0.020 0.010 -0.018
H -0.035 -0.015 0.015
H 0.127 0.029 0.067
H 0.021 0.105 0.017
H -0.012 -0.082 -0.082
H -0.008 -0.066 0.038
H -0.007 -0.037 0.058
H -0.019 -0.012 -0.001
H -0.046 0.022 -0.145
H 0.113 -0.070 -0.128
H -0.116 -0.031 0.065
H -0.055 -0.003 -0.056
H 0.016 0.091 -0.132
H 0.057 0.001 0.020
H -0.014 0.015 -0.010
H 0.004 0.055 -0.011
H 0.056 -0.086 0.021
H -0.021 -0.008 -0.026
C 0.068 0.052 -0.023
O -0.204 -0.144 0.085
C 0.136 0.184 -0.061
C -0.009 -0.096 -0.044
O 0.020 0.054 0.071
C 0.007 -0.011 -0.009
H 0.012 0.027 -0.007
H -0.011 -0.007 0.004
H 0.014 -0.040 0.008
H -0.005 -0.024 0.011
H 0.046 -0.002 0.020
H -0.002 0.015 -0.011
H -0.009 0.016 0.003
H -0.007 0.032 -0.009
H -0.002 0.004 0.009
H -0.005 -0.033 -0.013